DFT (ωB97M-V/def2-TZVPD) results for a structure of composition C5H6Cl2O4RuSV.

Structure (XYZ):
```
20
Properties=species:S:1:pos:R:3:lowdin_spin:R:1
Ru 0.953 2.125 -3.173 2.76
O 2.711 4.382 -4.056 0.15
S -0.672 -2.118 1.692 0.36
H -2.278 -2.852 3.311 0.00
V 0.998 0.659 -1.066 2.30
C 2.072 3.506 -3.629 0.07
Cl 1.742 2.376 -0.033 0.07
O -0.487 3.071 -5.610 0.15
H -2.734 -1.295 2.526 0.01
C -0.062 -1.060 3.014 0.07
H -0.140 -1.616 3.954 0.00
C -2.342 -2.298 2.363 0.08
C -0.022 2.633 -4.626 0.07
H -0.697 -0.167 2.997 0.01
O -0.691 -1.268 0.430 0.49
Cl -0.230 0.083 -2.807 0.23
H -2.948 -2.853 1.652 0.00
C 1.701 -0.803 -0.173 0.07
H 0.971 -0.825 2.763 0.00
O 2.155 -1.682 0.469 0.11
```

Values from the calculation:
Maximum force (eV/Å): 12.64
Net charge: +4
Kohn-Sham gap (spin up / spin down) (eV): 6.769 / 4.537
Total energy (a.u.): -2850.429115
<S²>: 15.809
2S+1: 8

DFT (ωB97M-V/def2-TZVPD) results for a structure of composition C64H50IN7P3S5Se2Ti.

Structure (XYZ):
```
133
Properties=species:S:1:pos:R:3:lowdin_spin:R:1
H -3.910 0.589 0.398 0.00
C -2.872 3.625 6.317 0.00
C 5.649 -0.922 -1.064 0.01
H 4.484 3.716 3.314 0.00
C -1.406 0.046 5.076 0.00
H 2.061 2.429 4.182 0.00
C -4.359 -1.154 2.533 0.00
C -1.119 -1.515 6.878 0.00
C 1.715 -0.330 -2.315 0.05
H -2.556 4.591 5.942 0.00
H -8.403 3.090 4.800 0.00
C -7.671 3.014 4.008 0.00
C -2.302 -2.188 4.902 0.00
H -7.446 2.768 0.644 0.00
C -5.786 2.879 1.979 0.00
N -1.630 -1.131 -2.871 0.00
C 1.094 1.495 2.552 0.03
H -3.922 -2.946 1.449 0.00
C 4.318 -0.717 -1.477 0.00
C -8.077 2.888 2.689 0.00
Se -3.298 5.338 3.469 0.00
Ti 0.177 0.309 -0.015 1.65
C 0.792 -4.260 -1.828 0.00
H -4.132 -1.073 -3.529 0.00
C -3.418 2.710 5.423 0.00
H -6.540 -1.357 -3.274 0.00
C -0.140 6.426 -1.678 0.00
H -6.000 3.182 5.345 0.00
C -3.185 2.085 8.128 0.00
C 0.505 3.889 -1.866 0.01
H -4.073 0.206 7.597 0.00
P -2.020 0.086 -1.751 0.02
C -3.843 1.470 5.900 0.00
H -0.389 0.502 6.892 0.00
H 0.714 -0.177 -2.715 0.01
H -5.043 2.859 1.191 0.00
H 5.793 4.071 1.237 0.00
H 4.991 3.216 -0.911 0.00
H -5.114 0.604 3.511 0.00
C 3.232 -0.792 -0.541 0.01
P -2.598 -0.688 2.616 0.01
C 3.620 -1.171 0.761 -0.01
H 0.573 -4.982 -3.845 0.00
S 0.429 2.189 -1.807 0.02
C -0.920 -0.255 6.334 0.00
H -7.665 -0.667 -1.188 0.00
C -3.728 1.168 7.243 0.00
H 2.532 -0.126 -4.289 0.00
S 2.657 3.787 -3.596 0.00
H -9.130 2.848 2.452 0.00
C -4.599 -0.784 -2.599 0.00
C 2.969 2.601 2.262 0.00
C -1.813 -2.479 6.157 0.00
H 4.875 -0.384 -3.524 0.00
C -2.291 1.505 -2.882 0.00
C 1.362 4.552 -2.684 0.00
H -1.316 0.689 -4.614 0.00
H 6.427 -0.838 -1.809 0.00
H 1.401 -5.082 -1.488 0.00
C 3.245 2.302 -0.128 0.00
C -7.133 2.833 1.675 0.00
H -3.632 4.609 -2.727 0.00
H 5.143 -1.682 2.165 0.00
C 4.146 3.324 2.366 0.00
H 6.976 -1.392 0.543 0.00
C 1.887 -0.510 -0.944 0.00
C -6.672 -0.786 3.077 0.00
H -7.430 -0.164 3.530 0.00
H -6.340 0.323 0.645 0.00
C -5.853 0.006 -0.264 0.00
C -6.596 -0.549 -1.290 0.00
H -3.092 1.838 9.176 0.00
H -2.360 4.055 8.341 0.00
C -3.151 3.739 -3.148 0.00
C -2.084 2.643 -4.990 0.00
C 0.317 -4.210 -3.135 0.00
H 1.301 3.662 -5.590 0.00
N 2.048 2.216 3.200 0.01
H -2.830 -2.933 4.318 0.00
C -7.008 -1.991 2.477 0.00
C 2.757 -0.306 -3.246 0.00
H -8.038 -2.315 2.456 0.00
C 4.915 -1.385 1.152 0.01
H -0.734 -1.742 7.861 0.00
N 1.340 1.378 1.255 0.02
C -5.378 2.969 3.306 0.00
H 2.352 2.234 -5.376 0.00
C -2.729 3.750 -4.468 0.00
H 2.903 1.946 -1.087 0.00
C -4.485 0.152 -0.406 0.00
P -3.621 3.282 3.686 0.00
C -2.266 1.015 2.181 0.01
N -0.314 -2.207 -1.317 0.01
I 2.130 -1.605 2.234 0.01
C -0.801 -2.181 -2.559 0.00
H -1.263 1.038 4.665 0.00
C -6.326 3.064 4.319 0.00
C 5.954 -1.233 0.228 -0.01
C -2.944 2.620 -2.363 0.00
H -2.893 4.623 -5.083 0.00
S -0.651 4.903 -0.997 0.00
C 4.866 3.520 1.202 0.00
C -2.761 3.320 7.659 0.00
H -3.271 2.618 -1.332 0.00
N -1.413 1.147 1.127 0.01
C 2.512 2.075 1.032 0.01
C 4.050 -0.453 -2.831 0.04
H -1.739 2.646 -6.014 0.00
H -2.018 -1.119 -3.806 0.00
C 0.457 -3.234 -0.972 0.00
C -1.859 1.528 -4.202 0.00
C -3.837 -0.246 -1.566 0.00
C -6.018 -2.766 1.882 0.00
S -0.845 7.857 -1.307 0.00
C -5.359 -0.361 3.094 0.00
C -2.103 -0.920 4.353 0.00
H -0.893 -3.087 -4.516 0.00
C -2.634 2.334 2.524 0.01
H -6.274 -3.697 1.396 0.00
H 0.879 2.405 -4.381 0.00
H 0.292 1.011 3.084 0.00
Se -1.472 -1.883 1.268 0.01
N -1.979 3.146 1.675 0.01
H 0.800 -3.228 0.056 0.00
N -1.272 2.430 0.864 0.03
H -4.268 0.731 5.238 0.00
C -4.704 -2.355 1.913 0.00
C -5.965 -0.940 -2.458 0.00
C 1.685 2.933 -4.881 0.00
C 4.416 3.026 -0.018 0.00
H -1.963 -3.464 6.576 0.00
C -0.492 -3.157 -3.513 0.00
S 1.184 6.292 -2.802 0.00
```

Values from the calculation:
Maximum force (eV/Å): 2.68
Net charge: -1
Kohn-Sham gap (spin up / spin down) (eV): 4.765 / 5.972
Total energy (a.u.): -11817.319773
<S²>: 2.012
2S+1: 3

DFT (ωB97M-V/def2-TZVPD) results for a structure of composition C27H34BrN3Si2Sm.

Structure (XYZ):
```
68
Properties=species:S:1:pos:R:3:lowdin_spin:R:1
C 2.623 -1.294 -2.812 0.00
C 0.725 4.615 -1.048 0.00
H 2.564 3.519 -0.933 0.00
C 1.555 0.894 -0.853 -0.02
C -0.665 4.524 -1.086 0.00
H 3.236 -1.689 -1.998 0.00
C 0.721 0.854 -3.770 0.00
N -1.226 -2.524 -1.213 -0.01
H 5.029 1.089 -0.289 0.00
C -2.456 -2.920 -1.594 0.00
C -1.231 3.273 -1.022 0.00
H 3.667 -0.986 2.009 0.00
H 3.439 2.614 -3.048 0.00
H 4.514 1.311 -2.540 0.00
H -2.917 -0.729 5.623 0.00
H -2.269 -6.221 -0.991 0.00
C -1.271 -0.892 4.280 0.00
C -4.842 0.031 3.937 0.00
C -3.489 -0.223 3.606 0.00
C 3.029 -0.971 1.123 0.00
Sm -0.606 -0.202 -0.266 5.09
C 4.403 1.615 0.435 0.00
C 1.485 3.468 -0.959 0.00
C -1.668 -0.343 1.914 -0.03
H 2.277 1.405 2.999 0.00
N 0.878 -2.956 -0.409 0.00
H 1.208 5.583 -1.090 0.00
H 3.215 -1.394 -3.725 0.00
C 3.624 1.541 -3.128 0.00
H 0.978 0.536 -4.782 0.00
H 3.856 1.329 -4.175 0.00
C -3.032 -0.088 2.266 0.00
H -3.870 -4.495 -1.846 0.00
H 0.211 -0.959 2.746 0.00
H 1.553 -3.640 -0.100 0.00
H 0.465 1.914 -3.812 0.00
H -5.151 -0.080 4.969 0.00
H -3.121 -2.141 -1.940 0.00
H 0.759 1.421 2.119 0.00
H -0.194 0.312 -3.495 0.00
C 1.822 1.672 2.042 0.00
C -1.976 -5.182 -1.059 0.00
H -6.777 0.591 3.241 0.00
C -0.360 -3.455 -0.795 0.00
C -5.745 0.400 2.984 0.00
C -5.333 0.529 1.642 0.00
N -0.492 2.155 -0.943 -0.01
C -0.705 -4.801 -0.688 0.00
H 4.920 1.582 1.397 0.00
H 2.118 -1.519 1.377 0.00
C -2.567 -0.628 4.603 0.00
H 1.309 -2.341 -1.091 0.00
Si 2.713 0.817 0.617 0.00
H 1.751 -1.941 -2.958 0.00
H 4.350 2.661 0.132 0.00
C -0.839 -0.739 2.942 0.00
H -0.570 -1.208 5.042 0.00
C -4.030 0.287 1.336 0.00
H 3.551 -1.534 0.344 0.00
Br -3.550 0.458 -0.531 0.00
H 1.881 2.758 1.946 0.00
H -1.288 5.403 -1.157 0.00
H 0.022 -5.520 -0.338 0.00
Si 2.148 0.520 -2.584 0.00
H -2.305 3.137 -1.029 0.00
H -6.042 0.811 0.876 0.00
C -2.871 -4.228 -1.536 0.00
C 0.859 2.215 -0.918 0.00
```

Values from the calculation:
Maximum force (eV/Å): 0.36
Net charge: +1
Kohn-Sham gap (spin up / spin down) (eV): 7.594 / 8.029
Total energy (a.u.): -5024.397171
<S²>: 8.768
2S+1: 6

DFT (ωB97M-V/def2-TZVPD) results for a structure of composition C8H12Cl20.

Structure (XYZ):
```
40
Properties=species:S:1:pos:R:3:mulliken_charge:R:1
Cl 0.309 1.432 -5.555 -0.17
Cl 4.526 -2.653 -0.601 -0.19
H -2.915 -1.830 1.002 0.39
Cl -2.225 0.452 0.605 0.18
H -0.182 0.709 -3.282 -0.23
Cl 0.283 1.891 2.206 0.21
C -1.675 -1.777 -1.913 -0.13
Cl -0.974 -0.178 3.823 -0.11
Cl 1.845 0.175 -0.263 -0.44
C 0.673 0.667 -3.957 0.68
Cl 2.460 -2.056 0.895 -0.18
H -1.687 -2.817 -2.240 0.48
C -0.792 3.620 0.110 0.65
Cl -0.671 -1.734 -0.449 0.21
Cl 0.949 3.448 0.464 -0.02
Cl 1.856 -2.442 -1.562 -0.02
H 2.973 -0.872 -0.133 0.32
H -1.242 -1.074 -2.624 -0.16
C 1.329 -1.840 2.261 -0.54
H 1.729 -1.144 2.997 0.20
Cl 1.992 1.559 -3.170 -0.12
H 0.172 1.555 0.491 -2.78
C 0.431 0.874 3.653 -0.59
Cl -3.441 -0.748 3.069 -0.16
H 1.152 -2.826 2.690 0.43
Cl -3.339 -1.330 -1.515 -0.09
H 1.289 0.203 3.606 0.25
H -0.999 3.050 -0.796 -0.02
Cl 3.647 -0.352 -2.206 -0.15
C -3.317 -0.842 1.224 -0.07
C 0.143 0.654 -0.123 4.06
Cl 1.262 -0.994 -4.226 -0.10
C 3.216 -1.471 -1.010 0.30
Cl -1.343 5.353 -0.131 -0.14
Cl -1.721 2.766 1.310 0.00
H 0.377 1.466 4.567 0.42
Cl -0.526 1.035 -1.650 -0.50
Cl -4.857 -0.695 0.353 -0.17
H -0.513 -0.079 0.346 -1.83
Cl -0.194 -1.156 1.734 0.15
```

Values from the calculation:
Maximum force (eV/Å): 10.78
Net charge: 0
Kohn-Sham gap (eV): 8.969
Total energy (a.u.): -9515.045801
2S+1: 1